1.
Entry from the Open Molecules 2025 dataset: a molecular structure, C41H52INO5SeW (the ωB97M-V functional and the def2-TZVPD basis).

The geometry in XYZ format:
```
102
Properties=species:S:1:pos:R:3:forces:R:3:lowdin_charge:R:1
W -1.58331 1.50351 -0.45329 0.11 -0.03 -0.06 1.73
I 0.19565 3.91643 -0.38527 -0.03 -0.01 -0.04 1.30
Se 0.16966 0.54161 1.47545 -0.03 -0.01 0.05 1.24
O -2.17608 2.46821 1.19896 -0.03 -0.01 -0.02 -0.26
O -2.16481 -0.20334 -0.15619 0.09 0.04 0.04 -0.26
O -2.19079 2.31561 -1.94867 0.06 -0.22 -0.03 -0.44
O -0.07152 0.91498 -1.35351 -0.15 0.03 0.06 -0.37
O -3.76957 1.72382 -0.02955 -0.01 0.06 0.02 -0.03
N 0.74103 3.37112 2.42868 0.00 -0.01 0.05 -0.01
C -3.48672 2.34286 1.02351 -0.01 0.00 0.00 -0.47
C 0.26512 -6.12204 0.71563 0.00 0.00 0.00 -0.05
C 1.26193 0.69089 -1.09089 0.04 0.01 0.01 -0.34
C 0.81917 -4.82233 1.29827 0.00 0.01 0.00 -0.55
C 5.47236 -1.24059 0.79914 -0.01 0.00 0.00 -0.04
C -3.21510 2.67393 -2.89289 0.00 0.07 0.03 -0.03
C 3.02919 0.62722 -4.50048 0.00 0.01 -0.01 -0.05
C 0.82890 -4.93491 2.82963 0.00 -0.01 0.00 -0.03
C 5.37464 0.09162 0.03987 -0.01 0.01 0.01 -0.55
C -5.78549 2.67969 1.78385 -0.01 0.00 0.00 0.02
C 0.30702 4.35457 1.68531 -0.03 0.03 -0.02 -0.70
C -3.13753 -2.75952 -1.23046 0.00 -0.02 0.00 -0.52
C 0.84126 -0.40691 -3.96222 0.01 0.00 0.00 -0.02
C -0.36457 -1.24280 0.96390 -0.03 0.04 -0.01 -0.36
C -4.84698 4.09023 4.00576 0.00 0.00 -0.01 -0.04
C 1.80562 0.72938 -3.58704 0.02 0.01 0.00 -0.52
C 3.92101 0.31778 -0.36830 -0.02 0.00 0.01 -0.13
C 6.31140 0.03353 -1.16631 0.00 0.01 0.00 -0.05
C -4.39547 -2.22852 -0.52498 0.02 0.00 0.01 -0.02
C -0.04499 5.62132 2.11002 0.02 -0.05 0.06 -0.10
C -0.01235 -3.60787 0.89430 0.00 0.03 0.00 -0.12
C -6.68043 3.18825 2.70420 0.00 0.00 0.00 -0.04
C 0.54526 4.84175 4.29793 0.01 0.00 0.01 -0.03
C -1.91850 -2.61147 -0.31709 -0.01 0.00 -0.02 -0.06
C 5.82312 1.23999 0.95519 0.01 0.00 0.00 -0.03
C 2.25450 -4.62798 0.78553 0.00 -0.01 0.00 -0.03
C -6.21001 3.89082 3.80890 0.00 0.00 0.00 -0.03
C -1.48195 -1.37872 0.15143 0.03 0.02 0.01 -0.26
C -4.41636 2.88028 1.98249 0.03 0.00 0.01 -0.14
C -3.94192 3.58425 3.09400 -0.01 0.00 0.01 0.01
C 2.93712 0.40331 0.62350 0.04 0.01 -0.05 -0.03
C 1.14621 2.09599 -3.83853 -0.02 -0.01 -0.01 -0.03
C 0.85472 3.61157 3.73910 -0.01 0.02 -0.04 -0.10
C 1.62834 0.58992 0.24794 0.00 -0.03 -0.05 -0.41
C 0.36790 -2.34131 1.34545 0.00 -0.08 -0.02 -0.03
C -2.88961 -1.99260 -2.53960 -0.02 0.02 0.00 -0.03
C 0.09138 5.85906 3.47242 -0.01 0.02 -0.01 -0.03
C 2.19649 0.60893 -2.11299 -0.01 0.02 0.00 -0.07
C -1.13888 -3.70181 0.08052 -0.02 0.01 0.01 0.07
C -3.38813 -4.22562 -1.59243 0.00 0.01 -0.01 -0.05
C 3.52047 0.42266 -1.69647 0.01 -0.02 0.00 0.07
H 4.86776 -1.23727 1.70810 0.00 0.00 0.00 0.08
H 0.20150 2.20131 -3.30117 0.01 0.00 -0.01 0.05
H 1.81423 2.90915 -3.54617 0.00 0.00 0.00 0.09
H 4.27808 0.35801 -2.46063 -0.01 0.00 0.01 0.09
H -0.39770 6.38074 1.42806 0.00 0.00 -0.01 0.11
H 1.26856 -4.05527 3.30242 0.00 0.00 0.00 0.08
H 1.21093 2.79110 4.34918 0.00 -0.01 -0.01 0.12
H 2.72375 -3.73828 1.21006 0.00 0.00 0.00 0.07
H 3.54069 -0.33013 -4.39098 0.00 0.00 -0.01 0.10
H 0.93203 2.20915 -4.90224 0.00 0.00 0.00 0.10
H -2.78199 -0.91815 -2.37885 -0.01 -0.02 -0.01 0.06
H 7.33218 -0.12365 -0.81845 0.00 0.00 0.00 0.10
H 6.85974 1.08710 1.25740 0.00 0.00 0.00 0.10
H 1.23976 -2.22137 1.97620 0.00 0.02 0.01 0.12
H -4.50021 4.63723 4.87127 0.00 0.00 0.00 0.12
H 1.41990 -5.80043 3.13099 0.00 0.00 0.00 0.10
H 6.30005 0.96440 -1.73650 0.00 0.00 0.00 0.09
H -0.18208 -5.06245 3.21985 0.00 0.00 0.00 0.10
H -4.33045 -1.16558 -0.29581 0.00 0.01 0.00 0.07
H -3.07697 3.72207 -3.14519 -0.01 0.00 0.00 0.10
H 1.30884 -1.37904 -3.79606 0.00 0.00 0.00 0.10
H 2.86464 -5.48780 1.06468 0.00 0.00 0.00 0.10
H -1.99099 -2.35709 -3.04028 0.00 0.00 -0.01 0.09
H 0.58814 -0.33457 -5.02112 -0.01 0.00 0.00 0.10
H -4.18526 2.50412 -2.43350 0.00 -0.01 0.00 0.09
H -0.15378 6.83228 3.87641 0.00 0.00 0.01 0.13
H -3.58786 -4.83493 -0.70972 0.00 0.00 0.00 0.10
H -0.74855 -6.32612 1.06543 0.00 0.00 0.00 0.09
H 5.14524 -2.07264 0.17259 0.00 0.00 0.00 0.09
H -4.26580 -4.28428 -2.23586 0.00 0.00 0.00 0.10
H 0.26533 -6.11286 -0.37608 0.00 0.00 0.00 0.09
H 0.89353 -6.95324 1.03482 0.00 0.00 0.00 0.10
H -5.26167 -2.37818 -1.17092 0.00 0.00 0.00 0.10
H 3.74494 1.43062 -4.31855 0.00 0.00 0.00 0.10
H -2.55132 -4.66266 -2.13957 0.00 0.00 0.00 0.10
H -2.87751 3.72502 3.23056 0.00 0.00 0.00 0.12
H -4.57398 -2.77186 0.40421 0.00 0.00 0.00 0.10
H -6.12842 2.12803 0.91885 0.00 0.00 0.00 0.13
H -0.08624 -0.37248 -3.39170 -0.02 0.01 0.02 0.06
H -3.07877 2.04978 -3.77234 0.00 0.00 0.00 0.11
H 2.70314 0.70698 -5.53741 0.00 0.00 0.00 0.10
H 3.19647 0.31599 1.67022 -0.01 0.00 0.01 0.12
H 2.27232 -4.53782 -0.30232 0.00 0.00 0.00 0.09
H 6.06435 -0.79238 -1.83610 0.00 0.00 0.00 0.09
H -6.91512 4.28736 4.52741 0.00 0.00 0.00 0.12
H 6.50642 -1.42357 1.09312 0.00 0.00 0.00 0.10
H 5.22118 1.29875 1.86349 0.00 0.00 0.00 0.08
H 0.66580 4.99662 5.36074 0.00 0.01 0.00 0.12
H 5.75861 2.19984 0.43956 0.00 0.00 0.00 0.09
H -7.74235 3.03989 2.56804 0.00 0.00 0.00 0.12
H -1.43471 -4.67822 -0.26659 0.01 0.00 0.00 0.10
H -3.73479 -2.13999 -3.21331 0.00 0.00 0.00 0.10
```
Forces are in eV/Å.

Energy above the lowest of the compared OMol25 structures with the same formula, charge and spin: 109.8 kJ/mol
E_LUMO: -7.39 eV
Net charge: +2

2.
Entry from the Open Molecules 2025 dataset: a molecular structure, C39H52AsF9InN4P2SbTe at a distorted geometry (the ωB97M-V functional and the def2-TZVPD basis).

The geometry in XYZ format:
```
110
Properties=species:S:1:pos:R:3:forces:R:3:lowdin_charge:R:1
Te 2.40663 -0.06116 4.42020 0.35 0.18 0.54 1.57
Sb 3.55147 -2.37065 1.68988 -0.33 0.49 -0.16 1.39
In 0.81079 -0.62566 -0.44027 0.42 -0.30 -0.38 0.72
As -0.43186 -2.80540 1.18479 -0.37 0.33 -0.50 1.09
P -1.56075 0.57050 -1.31636 0.57 0.90 0.19 0.93
P -1.06770 1.13463 1.57892 -0.25 0.45 0.26 0.96
F 3.85149 -4.18991 1.78549 0.33 0.00 0.11 -0.29
F 2.87030 -0.52667 1.41644 -0.20 -0.38 -0.05 -0.46
F -1.30034 -4.87027 -6.27495 0.03 0.03 0.03 0.17
F -0.87560 -6.44157 -4.84704 0.04 0.04 -0.01 0.18
F 0.70984 -5.65924 -6.09961 0.01 0.02 0.03 0.18
F 4.43374 -1.70524 3.22515 0.05 -0.17 -0.08 -0.37
F 2.46834 -2.70306 0.12097 0.05 0.20 0.09 -0.42
F 2.03350 -2.58765 2.82601 0.11 0.03 -0.24 -0.43
F 4.97613 -1.87215 0.60575 0.08 -0.23 -0.04 -0.29
N 0.47992 -2.50065 -2.32369 0.03 0.50 0.44 0.00
N 1.64706 1.72353 -0.04216 -0.38 -0.76 0.11 0.00
N -2.02798 1.25540 0.15152 -0.36 -0.66 0.01 -0.37
N 2.79773 -0.60641 -1.85700 -0.82 -0.37 0.56 0.00
C -0.44427 5.50264 2.90872 0.04 -0.03 -0.01 -0.04
C 0.71580 2.51391 -4.05923 0.03 -0.04 -0.14 -0.07
C 4.09000 0.09936 -1.68105 0.30 0.28 0.02 -0.21
C -0.07452 -4.31030 -4.34460 -0.04 0.04 0.08 -0.06
C 0.32006 3.83686 -3.91285 0.01 0.01 0.02 -0.04
C 2.32553 2.82473 -0.75959 0.23 0.16 -0.19 -0.20
C -4.37916 0.50473 -1.66258 0.13 0.00 0.03 -0.07
C -4.13099 0.04574 4.83707 0.07 -0.04 -0.01 -0.04
C -1.44989 5.21031 1.99855 -0.09 0.04 -0.01 -0.04
C -5.50199 0.49454 -2.47587 -0.09 -0.05 0.07 -0.04
C 4.08461 1.55741 -2.12563 0.02 -0.09 0.25 -0.16
C -0.67338 -3.28425 3.07305 0.21 0.17 -0.09 -0.24
C 1.32843 -3.49575 -2.60265 0.15 -0.20 -0.06 -0.12
C -1.62621 3.91361 1.53926 0.06 0.02 0.00 -0.09
C -0.78537 2.89862 1.98749 0.08 -0.21 -0.13 -0.38
C 1.09112 -4.42472 -3.60052 -0.07 0.08 -0.06 0.06
C -0.61914 4.18664 -2.94988 -0.05 0.02 0.03 -0.03
C -3.63143 1.20744 2.78677 0.00 -0.03 0.03 -0.08
C -2.99448 0.17789 -3.61413 -0.02 0.07 0.03 -0.10
C 3.08704 -1.18149 6.08354 -0.03 -0.01 0.04 -0.33
C 0.24341 3.20489 2.87583 -0.03 -0.05 -0.06 -0.12
C 4.10120 1.21289 4.29779 -0.05 -0.07 0.02 -0.33
C -0.01684 -4.57102 0.49397 0.05 0.03 -0.02 -0.25
C 3.79650 2.56142 -1.01321 -0.22 0.01 -0.18 -0.17
C -2.82545 -0.41833 4.89933 -0.01 0.00 0.08 -0.05
C -4.52617 0.86634 3.78811 -0.10 0.03 -0.02 -0.04
C -5.37967 0.30071 -3.84350 0.03 0.00 0.01 -0.03
C -0.64199 -2.41196 -3.03885 -0.10 0.00 -0.03 -0.13
C 0.18516 1.54007 -3.22592 -0.09 0.06 0.12 -0.14
C -0.38807 -5.33438 -5.41924 -0.08 -0.10 -0.04 -0.60
C -3.11587 0.38107 -2.23631 0.22 -0.49 0.04 -0.33
C -0.75678 1.89245 -2.26151 -0.09 -0.20 0.01 -0.39
C -0.96650 -3.28786 -4.05899 0.10 -0.08 -0.01 0.05
C -2.32689 0.71645 2.82855 0.24 -0.18 -0.11 -0.37
C -1.92818 -0.08099 3.89786 0.03 0.07 -0.11 -0.13
C -1.17397 3.21460 -2.13128 0.12 -0.03 -0.03 -0.06
C -2.29284 -2.56753 0.62141 0.14 0.00 -0.01 -0.27
C -4.12305 0.13504 -4.41235 0.02 -0.06 0.00 -0.04
C 0.41276 4.49896 3.33993 0.03 0.04 0.05 -0.06
H 2.23512 3.73697 -0.16081 -0.13 -0.08 0.03 0.13
H -0.74830 -5.25733 0.92168 -0.01 0.00 -0.04 0.06
H 4.28223 2.23279 -0.08838 0.07 0.09 0.02 0.12
H 5.07948 1.77668 -2.51227 -0.03 -0.05 -0.11 0.13
H -3.01147 1.10152 0.34843 -0.04 0.31 -0.09 0.02
H -0.93787 5.21577 -2.85341 0.02 0.01 0.00 0.12
H 4.38208 0.02385 -0.63500 -0.01 -0.06 -0.05 0.09
H 1.20404 4.72900 4.04097 0.00 0.00 0.01 0.11
H 3.94146 -1.77815 5.76950 0.00 0.06 -0.12 0.03
H 2.22078 -3.57167 -1.99417 -0.03 -0.01 0.01 0.11
H 0.74489 2.08339 0.24850 0.08 0.21 0.19 -0.01
H 0.74184 4.60026 -4.55247 -0.01 -0.01 -0.04 0.13
H -2.42036 3.69620 0.83710 -0.04 0.00 0.03 0.09
H 3.90161 2.11599 4.87248 -0.04 -0.02 0.03 0.03
H -0.89758 -0.41473 3.94389 -0.03 -0.08 0.02 0.05
H -2.50898 -1.03604 5.72950 -0.01 -0.01 0.00 0.12
H -2.37101 -2.54014 -0.46614 0.06 -0.02 -0.01 0.02
H 4.95115 0.67619 4.71180 -0.02 -0.03 -0.01 0.04
H 1.42190 2.24689 -4.83482 0.03 -0.01 0.02 0.12
H 0.47291 0.49669 -3.33679 0.03 0.01 -0.08 0.08
H -0.32804 6.51078 3.28183 0.02 0.01 -0.02 0.12
H 2.17051 1.52810 0.80911 -0.10 0.03 0.08 0.06
H -0.37746 -2.50201 3.76250 -0.03 0.04 -0.07 0.00
H 0.90229 2.41321 3.21867 0.05 -0.01 0.04 0.05
H -4.51859 0.62649 -0.59520 -0.06 0.00 -0.01 0.10
H 0.98071 -4.86862 0.81345 0.00 0.06 0.02 0.04
H 2.28457 -1.82624 6.43201 -0.04 0.04 -0.05 0.03
H -2.01505 0.08119 -4.06751 -0.03 0.06 -0.07 0.10
H -6.26254 0.27467 -4.46705 -0.01 0.03 0.00 0.13
H -2.11300 5.99442 1.65829 0.00 0.01 -0.01 0.12
H -2.70024 -1.64354 1.03461 0.05 -0.01 0.06 0.01
H -1.92957 3.47337 -1.40156 0.01 0.04 0.00 0.10
H 3.38129 -0.48325 6.86559 -0.03 0.04 -0.03 0.04
H -5.53561 1.25396 3.76207 -0.01 0.00 -0.02 0.12
H -6.47676 0.63715 -2.03004 -0.02 -0.05 -0.02 0.12
H -1.88444 -3.18041 -4.61951 -0.02 0.04 0.03 0.14
H -2.88235 -3.40533 0.99336 0.01 -0.01 -0.01 0.05
H 4.24400 3.51789 -1.28468 0.02 0.02 0.06 0.13
H 2.47534 -0.46670 -2.81140 -0.03 -0.07 -0.01 0.09
H 2.98893 -1.60025 -1.75571 0.00 0.01 -0.16 0.05
H -3.95737 1.88447 2.00430 0.00 0.02 0.00 0.11
H -0.07220 -4.60347 -0.59136 -0.05 0.04 0.03 0.02
H 4.28415 1.46131 3.25532 -0.07 -0.05 -0.02 0.01
H 4.84271 -0.43418 -2.26609 -0.09 -0.11 0.05 0.14
H 1.80306 2.99457 -1.70002 -0.02 0.01 0.02 0.09
H -0.04988 -4.15759 3.25168 0.00 0.01 -0.02 0.04
H -1.31587 -1.60564 -2.77656 -0.01 -0.11 -0.06 0.04
H -4.83872 -0.22460 5.60846 -0.01 0.03 0.02 0.12
H 1.79992 -5.21639 -3.80086 0.04 0.01 0.03 0.15
H -1.72200 -3.53592 3.22191 -0.01 0.04 -0.06 0.05
H 3.37752 1.69921 -2.94908 0.09 0.04 -0.09 0.11
H -4.02045 -0.01995 -5.47761 -0.02 0.02 -0.01 0.12
```
Forces are in eV/Å.

Multiplicity: 2
Energy above the lowest of the compared OMol25 structures with the same formula, charge and spin: 118.0 kJ/mol
E_LUMO (spin up / spin down): -9.16 / -9.86 eV
Net charge: +3